Formula: C32H40Cl4FeNO2P2
Source: OMol25
Level of theory: ωB97M-V/def2-TZVPD

Structure (XYZ):
```
82
Properties=species:S:1:pos:R:3:forces:R:3
Fe 0.588 0.912 0.199 -0.32 -0.31 -0.66
C -2.775 1.968 -3.380 -0.04 -0.04 0.04
C -1.593 1.280 -2.701 -0.03 0.09 0.09
C -0.299 1.627 -3.435 0.06 0.00 0.05
P -1.355 1.568 -0.864 0.26 -0.17 0.14
C -2.029 3.275 -0.601 -0.02 -0.01 -0.05
C -0.923 4.296 -0.884 0.02 0.02 0.01
C -2.625 3.491 0.787 0.06 -0.02 0.09
C -2.502 0.418 -0.061 0.00 -0.01 -0.11
C -3.882 0.475 -0.218 -0.05 -0.03 -0.01
C -4.733 -0.501 0.279 0.05 0.02 0.02
C -6.228 -0.391 0.150 -0.03 0.00 -0.02
C -4.127 -1.580 0.924 -0.03 0.01 0.01
C -2.763 -1.665 1.116 0.01 -0.02 -0.02
C -1.889 -0.647 0.663 0.09 0.06 -0.19
N -0.532 -0.647 0.764 -0.14 0.24 0.28
C 0.207 -1.715 1.255 0.13 -0.13 -0.09
C -0.050 -2.432 2.426 -0.01 0.06 -0.05
C 0.753 -3.503 2.791 0.04 -0.05 0.02
C 1.833 -3.910 2.017 -0.05 0.01 0.03
C 2.707 -5.062 2.431 0.01 -0.04 0.00
C 2.112 -3.173 0.870 0.04 0.03 -0.01
C 1.352 -2.075 0.509 -0.04 -0.06 0.00
P 1.677 -0.988 -0.918 -0.07 0.33 0.11
C 1.201 -2.173 -2.281 0.06 -0.03 0.10
C -0.285 -2.497 -2.174 -0.05 -0.01 -0.01
C 1.576 -1.755 -3.700 -0.02 0.03 0.02
C 3.518 -0.868 -1.208 -0.08 -0.14 -0.10
C 3.761 0.437 -1.972 0.00 0.03 0.02
C 4.432 -0.920 0.011 0.00 0.04 0.04
H -2.861 1.613 -4.411 -0.01 0.00 0.00
H -2.634 3.049 -3.420 0.01 0.01 -0.01
H -3.724 1.767 -2.880 0.01 -0.02 0.01
H -1.768 0.202 -2.745 0.11 0.00 -0.05
H -0.120 2.705 -3.411 -0.03 -0.02 -0.05
H -0.343 1.321 -4.484 0.00 -0.03 0.00
H 0.556 1.154 -2.952 0.03 -0.04 -0.05
H -2.822 3.424 -1.338 -0.05 -0.06 0.02
H -0.144 4.213 -0.125 -0.02 0.00 -0.02
H -1.334 5.309 -0.859 0.00 0.01 0.02
H -0.466 4.148 -1.865 -0.01 0.02 0.02
H -1.870 3.325 1.554 -0.05 0.01 -0.04
H -3.468 2.828 0.981 0.01 0.00 -0.02
H -2.979 4.523 0.864 0.01 0.01 0.02
H -4.313 1.317 -0.752 0.00 0.00 -0.01
H -6.506 0.185 -0.735 0.00 0.00 0.00
H -6.678 0.107 1.014 0.01 0.00 0.01
H -6.694 -1.375 0.065 0.01 -0.01 0.00
H -4.751 -2.389 1.295 0.00 0.00 0.00
H -2.364 -2.540 1.605 0.02 -0.01 0.01
H -0.861 -2.126 3.072 -0.02 0.00 -0.01
H 0.533 -4.033 3.712 0.00 0.00 0.00
H 2.185 -5.726 3.121 0.00 0.00 0.00
H 3.614 -4.715 2.933 0.00 0.01 0.00
H 3.018 -5.655 1.568 0.00 0.01 0.00
H 2.959 -3.464 0.254 0.00 -0.01 0.00
H 1.775 -3.077 -2.040 -0.05 -0.02 0.00
H -0.887 -1.606 -2.359 -0.02 0.01 0.02
H -0.546 -2.870 -1.182 -0.01 0.00 -0.04
H -0.566 -3.251 -2.914 0.00 -0.02 0.00
H 1.088 -0.828 -4.002 -0.07 0.08 0.05
H 1.257 -2.531 -4.402 0.01 -0.01 0.00
H 2.651 -1.624 -3.824 0.05 0.02 0.02
H 3.769 -1.706 -1.869 0.03 -0.04 0.00
H 3.509 1.288 -1.334 0.00 0.00 0.00
H 3.160 0.513 -2.881 -0.02 -0.01 0.00
H 4.814 0.522 -2.251 0.00 0.00 -0.02
H 4.188 -0.120 0.704 0.01 0.00 0.01
H 5.468 -0.803 -0.323 0.01 0.00 0.00
H 4.359 -1.857 0.560 -0.03 0.02 0.00
Cl 1.631 4.030 6.024 0.00 0.02 0.02
C 1.772 2.965 4.665 0.03 -0.03 0.02
C 2.689 1.929 4.680 -0.01 0.06 0.04
Cl 3.696 1.676 6.068 0.01 -0.01 0.02
C 2.807 1.082 3.571 -0.08 0.03 -0.06
Cl 3.940 -0.229 3.572 0.02 -0.03 -0.02
C 2.011 1.261 2.445 -0.16 0.18 0.02
O 2.097 0.541 1.353 0.03 0.17 0.20
C 1.026 2.301 2.451 0.16 -0.20 -0.04
O 0.264 2.395 1.380 0.19 -0.02 0.17
C 0.945 3.147 3.547 0.06 -0.05 0.01
Cl -0.208 4.440 3.502 -0.03 0.03 -0.01
```
Positions in Å, forces in eV/Å.

## Properties
Energy = -142477.372 eV
LUMO level (alpha / beta) = 2.579 / 2.571 eV
2S+1 = 1
Net charge = -1
F_max = 0.015 Eh/bohr